74
Properties=species:S:1:pos:R:3 method="wB97M-V/def2-TZVPD" charge=-2 e_tot_ha=-4995.4355 e_lumo_ha=0.141 homo_lumo_gap_ha=0.1561
Na -0.93322 0.77901 -0.77204
S -2.67280 2.93451 -2.15272
C -1.31976 2.64299 -3.13664
N -0.43369 1.69413 -2.97345
C 0.54125 1.72409 -3.95012
C 1.59509 0.81985 -4.03604
C 2.51712 0.94880 -5.05801
C 2.39216 1.97049 -6.00216
C 1.34311 2.87422 -5.93506
C 0.41894 2.74731 -4.90744
S -0.99880 3.68240 -4.54063
H 1.67553 0.03029 -3.30544
H 3.33991 0.24501 -5.10815
H 3.12361 2.06202 -6.79720
H 1.24993 3.66517 -6.67002
Br 1.19335 -3.52086 4.97366
C 1.05566 -2.79948 3.20928
C 2.18079 -2.78795 2.40145
C 2.09014 -2.25524 1.12633
C 0.87799 -1.72777 0.67576
C -0.24706 -1.78917 1.48892
C -0.16159 -2.31446 2.76851
H 3.11987 -3.18066 2.76673
H 2.94729 -2.24015 0.46882
H -1.19318 -1.40603 1.14294
H -1.03613 -2.32365 3.40480
C 0.08676 -2.94903 -2.03552
C 1.16206 -1.99313 -1.64764
O 0.79861 -1.13436 -0.56072
C 2.44552 -1.94704 -2.12865
C 3.43895 -0.99710 -1.69057
C 4.67864 -0.91840 -2.27540
C 5.08189 -1.76561 -3.31122
C 4.15058 -2.72345 -3.73197
C 2.90162 -2.83325 -3.17656
H -0.89307 -2.54524 -1.76208
H 0.16057 -3.94309 -1.56417
H 0.06644 -3.11609 -3.11725
H 3.16496 -0.27346 -0.93071
H 5.36273 -0.15416 -1.91429
H 6.06555 -1.69245 -3.75650
H 4.41785 -3.41475 -4.52866
H 2.23137 -3.59951 -3.54811
C -3.98323 0.98508 5.60205
C -3.73881 0.61648 4.15814
C -4.63210 -0.21757 3.49382
C -4.39265 -0.52037 2.14841
C -5.35760 -1.39184 1.38387
C -3.28063 -0.01685 1.51740
C -2.30145 0.80880 2.15940
C -2.61940 1.11967 3.51966
N -1.24295 1.16648 1.43478
C -0.22281 2.06680 1.95375
C 0.82583 2.22045 0.84091
C 0.54629 1.51311 3.17003
C -0.78500 3.47044 2.23115
H -4.90045 0.52632 5.97491
H -4.07274 2.06758 5.72434
H -3.15875 0.65450 6.23825
H -5.50788 -0.60893 4.00069
H -6.22329 -1.64784 1.99729
H -4.88422 -2.32390 1.06564
H -5.71635 -0.88673 0.48446
H -3.14709 -0.22955 0.45834
H -1.97574 1.77166 4.09210
H 1.29308 1.26020 0.61283
H 1.61427 2.91496 1.14159
H 0.38575 2.62393 -0.07540
H 0.95517 0.53111 2.92296
H -0.06873 1.39789 4.05947
H 1.38047 2.17525 3.42157
H -1.26331 3.84625 1.32528
H 0.01635 4.16067 2.51400
H -1.52859 3.47124 3.02626

81
Properties=species:S:1:pos:R:3 method="wB97M-V/def2-TZVPD" multiplicity=2 charge=-2 e_tot_ha=-3597.6482 e_lumo_ha="0.145 / 0.145" homo_lumo_gap_ha="0.1349 / 0.1350"
Ce -1.25233 -0.87870 -0.01976
C 0.08058 7.07923 -2.38550
O 0.26952 5.78112 -1.91600
C 1.25429 5.56957 -0.96679
C 2.08861 6.54329 -0.46987
C 3.04992 6.22295 0.49379
C 3.14306 4.91970 0.95323
C 2.30550 3.93566 0.47012
C 1.35057 4.22733 -0.51507
N 0.51343 3.30325 -1.06999
C 0.52152 1.91336 -1.00462
N 1.76798 1.33992 -1.01891
C 2.20949 0.08204 -0.59084
C 1.33816 -0.95361 -0.18150
C 2.00587 -2.11075 0.26915
C 3.38007 -2.27442 0.24001
C 4.19895 -1.24202 -0.19515
C 3.61516 -0.05364 -0.58188
O 4.34946 1.07409 -0.98553
C 5.73270 0.93930 -1.08278
N -0.58076 1.23962 -1.14348
C -1.81447 1.89985 -1.00987
C -2.89343 1.45745 -1.91863
C -4.00706 2.41639 -1.94866
C -4.20351 3.31747 -0.96006
C -3.28170 3.48734 0.09718
C -2.09753 2.77059 0.04728
O -1.08026 2.86435 1.00705
C -1.28072 3.72692 2.08068
H -0.76330 7.02777 -3.07186
H 0.96188 7.44885 -2.92530
H -0.15718 7.77935 -1.57607
H 2.02468 7.56321 -0.82348
H 3.69182 6.99985 0.88621
H 3.88416 4.66915 1.69929
H 2.36125 2.93510 0.86600
H -0.36650 3.66024 -1.43849
H 2.52199 2.00106 -1.13986
H 1.41580 -2.92460 0.68320
H 3.82746 -3.21079 0.55402
H 5.27258 -1.37918 -0.20481
H 6.10412 1.89312 -1.46158
H 6.01477 0.14067 -1.78068
H 6.20052 0.73799 -0.10921
H -2.51433 1.21595 -2.91701
H -4.72476 2.30263 -2.74903
H -5.07849 3.96172 -0.98254
H -3.51407 4.16093 0.90779
H -0.37292 3.67621 2.68558
H -2.13450 3.42607 2.69975
H -1.43349 4.76231 1.74190
O -0.84883 -1.90877 2.10928
C -2.02519 -1.47586 2.20266
O -2.31711 -0.28169 1.95215
C -3.12094 -2.45631 2.49448
C -4.00956 -2.25439 3.53233
C -5.02445 -3.16550 3.78355
C -5.11593 -4.31124 3.00194
C -4.24582 -4.51398 1.95566
C -3.26206 -3.56820 1.63799
S -2.33468 -3.79384 0.20031
H -3.89388 -1.36687 4.14352
H -5.74054 -2.98569 4.57563
H -5.89147 -5.04396 3.20073
H -4.31060 -5.39789 1.33607
S 0.25560 -4.15156 -3.09064
C 0.53314 -5.25228 -1.88652
N 0.39507 -4.94442 -0.59885
C 0.52569 -5.88505 0.48944
C 1.43892 -7.03323 0.07300
C 0.95496 -7.57716 -1.26817
N 1.01208 -6.49206 -2.21740
H -0.14699 -4.09769 -0.39202
H -0.46192 -6.26186 0.78867
H 0.94062 -5.34858 1.34745
H 1.43194 -7.81369 0.83400
H 2.45742 -6.66071 -0.05153
H -0.06647 -7.97291 -1.15544
H 1.60110 -8.38881 -1.62357
H 0.93429 -6.70459 -3.20077
S -3.56900 -0.33645 -1.41140

Short version: ΔE to the lowest compared entry with this formula, charge and spin = 0.000 1.479 eV, in the order given.